A 2-piece molecular cluster, C2H2F2O2 overall at a distorted geometry. Source: OMol25; level of theory: ωB97M-V/def2-TZVPD.

Each line ends with the Mulliken charge.
CARTESIAN COORDINATES (ANGSTROEM)
C  -0.4723  -0.2869  -0.2728  0.69
C  -0.1720  0.9602  0.0392  0.06
O  -1.4689  -0.7249  -1.0684  -0.45
O  1.5114  0.6507  1.6658  -0.60
F  0.2151  -1.3645  0.2267  -0.20
F  -0.5184  2.1759  -0.1962  -0.14
H  -1.1231  -1.5460  -1.4327  0.35
H  2.0280  0.1354  1.0383  0.30

Forces on the atoms, in the same order (eV/Å):
C 0.05 -0.92 0.36
C 2.85 -1.06 2.50
O 0.38 0.72 0.25
O -2.86 0.95 -2.36
F -0.45 1.52 -0.35
F 0.07 -0.75 0.11
H -0.23 -0.31 -0.34
H 0.20 -0.15 -0.18

Properties
F_max ... 3.938 eV Å⁻¹
Kohn-Sham gap (spin up / spin down) ... 8.579 / 8.583 eV
ΔE to the lowest compared entry with this formula, charge and spin ... 137.9 kcal per mole